*w*
This record from OMol25 describes a single C3H3Cl2NO molecule. The level of theory is ωB97M-V/def2-TZVPD.

Geometry as XYZ:
```
10
C3H3Cl2NO ωB97M-V/def2-TZVPD
C -0.97901 -0.73557 -0.83488
C -0.75723 0.31934 -0.07647
C 0.80318 0.57646 0.39403
N 1.49612 -0.44892 1.05242
O 0.76583 -1.26650 1.64494
Cl -1.92547 1.32228 0.61180
Cl 1.78288 0.67664 -1.14953
H -1.96858 -0.89253 -1.07734
H -0.04569 -1.13921 -1.32577
H 0.82796 1.58802 0.76082
```

Total charge: 0
HOMO energy (alpha / beta) in eV: -10.03 / -10.03
Gap between HOMO and LUMO (alpha / beta) in eV: 8.9 / 8.9
SMILES string: C=C(Cl)[C@H](Cl)N=O
Multiplicity: 1


*x*
This record from OMol25 describes 2 unconnected molecules or ions with the total composition C3H3Cl2NO. The level of theory is ωB97M-V/def2-TZVPD.

Geometry as XYZ:
```
10
C3H3Cl2NO ωB97M-V/def2-TZVPD
C -0.95912 -1.21611 -0.83381
C 1.78010 1.47391 0.78769
C -1.62247 -0.31171 -0.14355
N 0.01523 -1.96931 -0.99477
O 1.34295 2.51830 0.42148
Cl -1.95620 1.20840 -0.89381
Cl -2.70277 -0.71288 1.21042
H 1.32345 0.63555 1.41694
H 2.80978 1.13183 0.65408
H -0.03095 -2.75799 -1.62467
```

Total charge: 0
HOMO energy in eV: -9.11
Gap between HOMO and LUMO in eV: 9.1
SMILES string: N=C=C(Cl)Cl.C=O
Multiplicity: 1


*x* comes first in stability; the runner-up is 87.0 kJ/mol higher.